The following is a DFT calculation (ωB97M-V with the def2-TZVPD basis set) of 7 unconnected molecules or ions with the total composition C4H21NO7S at a distorted geometry.

XYZ file:
```
34
Properties=species:S:1:pos:R:3:forces:R:3:nbo_charge:R:1
C 2.221 0.603 0.293 -3.161 1.704 3.382 -0.26
N 0.951 1.389 -0.015 0.514 1.587 -0.622 -0.67
C 0.967 2.281 -1.126 -0.414 -1.358 -1.566 0.10
O 0.951 1.478 -2.358 -2.032 -1.450 -0.767 -0.79
C 1.907 0.404 1.898 2.789 0.513 -0.583 -0.42
C 2.114 -1.018 2.409 -2.073 -1.835 -0.744 -0.52
S 3.286 -2.076 1.334 -0.562 0.558 1.282 -0.74
H 2.956 1.402 0.290 0.830 -0.754 -0.726 0.18
H 2.325 -0.408 -0.113 0.425 0.684 -0.585 0.26
H 0.253 0.766 -0.283 -1.831 -1.731 0.315 0.37
H 1.940 2.702 -1.115 0.878 0.978 -0.330 0.15
H 0.170 3.085 -1.324 0.762 -1.216 1.290 0.15
H 0.922 0.951 2.030 1.629 -0.708 0.415 0.20
H 2.788 0.882 2.452 -1.425 0.452 -0.716 0.18
H 1.099 -1.510 2.451 0.739 -0.013 -0.586 0.17
H 2.299 -1.040 3.484 0.852 0.234 -0.008 0.18
H -0.377 0.183 2.436 -0.331 -0.160 0.815 0.48
H -1.835 0.180 2.286 0.034 0.123 0.476 0.48
O -1.174 0.170 3.007 -0.044 -0.007 -1.201 -0.96
H -3.203 -1.082 -1.071 -0.607 -2.257 0.027 0.50
H -2.764 -2.490 -1.580 5.414 -3.111 -0.973 0.44
O -3.501 -2.041 -1.464 -5.756 4.561 0.815 -1.04
H 1.304 -0.873 -3.076 2.251 -2.368 -1.887 0.50
H 2.408 -2.085 -3.055 -1.154 1.268 -0.901 0.48
O 1.898 -1.506 -3.697 -0.996 1.052 2.835 -0.98
H 0.139 0.811 -2.365 2.283 2.290 0.465 0.47
H -2.701 -0.717 0.833 -0.338 -0.819 0.599 0.43
O -2.546 -0.263 0.020 0.260 1.407 -0.487 -1.23
H -3.798 2.314 0.283 2.408 3.091 1.338 0.44
H -3.786 0.904 0.020 0.056 -0.451 -0.307 0.51
O -4.380 1.700 -0.022 -2.396 -2.566 -1.102 -1.00
H -0.579 -2.211 -0.569 0.756 0.027 -0.843 0.46
H -1.480 -1.212 -0.930 -1.413 1.889 0.537 0.50
O -0.773 -1.670 -1.364 1.653 -1.615 0.341 -1.00
```
Positions in Å, forces in eV/Å.

Energy relative to the best compared isomer or geometry (same formula, charge and spin), kJ/mol: 7.84
HOMO-LUMO gap, eV: 6.185
E_LUMO, eV: 5.4
Electronic energy, eV: -31144.195
Total charge: -2
Multiplicity: 1